# 1
The following is a quantum chemistry calculation of C5H8O2 in the gas phase, from the OMol25 dataset.

The LUMO energy is 0.9 eV. The HOMO-LUMO gap comes out at 11.07 eV. The max |F| is 0.50 eV/A. As for the SMILES: C#CCOCCO. The calculation puts the HOMO energy at -10.2 eV. The calculation puts the total energy at -9406.94413 eV.

XYZ file:
```
15
Properties=species:S:1:pos:R:3:forces:R:3
C 3.36605 1.16793 0.38084 -0.40 -0.21 -0.16
C 2.41552 0.58742 -0.07317 0.42 0.22 0.16
C 1.28272 -0.15925 -0.62454 0.15 -0.09 -0.11
O 0.11474 0.13325 0.10850 0.01 0.01 0.08
C -0.93162 -0.78070 -0.15905 -0.20 -0.16 -0.05
C -2.15485 -0.25918 0.57023 0.04 -0.37 0.07
O -2.49967 1.02673 0.11162 0.16 0.21 0.03
H 4.20137 1.68411 0.79951 -0.13 -0.07 -0.09
H 1.14434 0.08790 -1.68878 0.03 0.00 0.15
H 1.50348 -1.23654 -0.56887 0.01 0.13 0.02
H -1.13256 -0.83156 -1.24116 0.03 0.05 0.13
H -0.65898 -1.78933 0.19253 -0.06 0.14 -0.02
H -3.01131 -0.91454 0.37942 0.15 0.08 0.02
H -1.95389 -0.26379 1.65378 -0.04 0.04 -0.18
H -1.68536 1.54754 0.15914 -0.18 0.02 -0.03
```
Forces are in eV/Å.


# 2
The following is a quantum chemistry calculation of C5H10 in the gas phase in a non-equilibrium geometry, from the OMol25 dataset.

The LUMO energy is 1.1 eV. The HOMO-LUMO gap comes out at 9.86 eV. The max |F| is 1.10 eV/A. As for the SMILES: CC=C(C)C. The calculation puts the HOMO energy at -8.7 eV. The calculation puts the total energy at -5346.54163 eV.

XYZ file:
```
15
Properties=species:S:1:pos:R:3:forces:R:3
C -2.10995 -0.17323 0.00024 0.10 -0.47 -0.12
C -0.70668 -0.72740 -0.02817 0.29 -0.54 0.20
C 0.46688 -0.09235 -0.00096 -0.82 0.67 -0.27
C 0.54830 1.43088 -0.01537 -0.27 0.12 0.00
C 1.76299 -0.84744 -0.01024 0.76 0.12 0.73
H -2.69081 -0.61044 -0.84514 0.24 0.37 0.63
H -2.57736 -0.48865 0.95052 -0.04 0.11 -0.44
H -2.16062 0.91495 -0.05026 0.08 -0.07 -0.08
H -0.64971 -1.82795 -0.00958 -0.13 0.41 -0.06
H 1.58633 1.75316 0.05123 0.00 0.04 -0.17
H 0.09578 1.87847 -0.92951 0.29 -0.31 0.59
H 0.05134 1.87245 0.86360 -0.03 -0.15 -0.32
H 2.61248 -0.15379 0.08681 -0.24 -0.19 -0.19
H 1.86493 -1.51589 0.86409 -0.22 0.05 -0.48
H 1.90612 -1.41277 -0.92726 0.00 -0.16 -0.03
```
Forces are in eV/Å.


# 3
The following is a quantum chemistry calculation of C23H24N2O3S in the gas phase, from the OMol25 dataset.

The LUMO energy is 0.5 eV. The HOMO-LUMO gap comes out at 8.83 eV. The max |F| is 0.91 eV/A. As for the SMILES: NS(=O)(=O)c1ccc(CCNC(=O)CC(c2ccccc2)c2ccccc2)cc1. The calculation puts the HOMO energy at -8.4 eV. The calculation puts the total energy at -44199.37986 eV.

XYZ file:
```
53
Properties=species:S:1:pos:R:3:forces:R:3
N 2.74761 3.83520 1.58569 -0.60 -0.50 -0.28
S 1.44795 3.01676 0.89277 0.63 0.64 0.17
O 0.54109 2.68731 1.95321 0.20 -0.18 0.19
O 0.96375 3.78181 -0.22133 0.28 -0.21 -0.11
C 2.24016 1.54121 0.30413 -0.30 0.42 0.03
C 2.25027 1.26997 -1.04726 -0.13 0.13 -0.13
C 2.82378 0.08987 -1.48911 0.08 -0.01 0.14
C 3.38769 -0.80424 -0.58574 0.18 0.10 -0.14
C 3.86948 -2.14746 -1.05420 -0.25 -0.09 0.14
C 2.78059 -3.19546 -0.74335 0.16 -0.07 0.06
N 1.48102 -2.75617 -1.19276 0.19 -0.28 -0.33
C 0.62749 -2.11569 -0.34484 -0.26 -0.16 -0.44
O 0.81251 -2.08787 0.85092 -0.01 0.12 0.33
C -0.57318 -1.49336 -1.03239 0.02 0.28 0.33
C -1.08267 -0.28216 -0.23703 -0.05 -0.11 -0.03
C -2.00020 0.61011 -1.04105 0.12 0.10 -0.11
C -1.98021 1.97915 -0.79642 0.00 -0.07 -0.06
C -2.82589 2.83080 -1.48304 0.00 0.08 0.02
C -3.70879 2.32732 -2.42366 -0.07 0.06 -0.04
C -3.73869 0.96652 -2.67069 -0.09 -0.02 -0.07
C -2.89128 0.11385 -1.98383 0.06 -0.01 -0.01
C -1.79863 -0.68060 1.03588 0.08 -0.01 0.18
C -1.42317 -0.10829 2.24384 -0.06 -0.04 -0.04
C -2.08060 -0.44543 3.41358 0.00 0.05 0.08
C -3.12577 -1.35231 3.39188 -0.06 -0.03 0.11
C -3.51812 -1.91178 2.18868 -0.09 -0.08 0.00
C -2.86133 -1.57432 1.01918 0.06 0.02 -0.02
C 3.38582 -0.49416 0.77116 -0.04 0.24 -0.04
C 2.80604 0.67728 1.22014 0.10 -0.20 0.11
H 3.01576 4.63158 1.03106 0.03 0.14 -0.22
H 2.54929 4.10311 2.53610 -0.16 -0.02 0.22
H 1.79008 1.97283 -1.72368 -0.03 0.05 -0.15
H 2.82417 -0.14142 -2.54498 0.00 -0.03 -0.09
H 4.78877 -2.43418 -0.54310 0.08 -0.01 -0.05
H 4.06026 -2.12444 -2.12891 0.07 0.01 0.00
H 3.02859 -4.15142 -1.21166 0.00 0.03 0.11
H 2.69585 -3.33008 0.33688 0.07 -0.09 -0.13
H 1.34472 -2.66458 -2.18682 -0.13 0.08 0.10
H -1.34491 -2.26205 -1.10341 -0.01 -0.01 -0.10
H -0.30387 -1.17956 -2.04367 -0.03 -0.07 -0.02
H -0.20960 0.31285 0.05304 -0.12 -0.09 -0.02
H -1.29160 2.38036 -0.06730 0.03 0.03 0.08
H -2.78999 3.89132 -1.28394 0.00 0.11 0.02
H -4.36987 2.99104 -2.96176 -0.04 0.05 -0.04
H -4.42506 0.56396 -3.40230 -0.05 -0.02 -0.05
H -2.93188 -0.94450 -2.19521 0.02 -0.13 -0.01
H -0.61843 0.61123 2.26888 0.11 0.02 -0.02
H -1.77456 0.00433 4.34683 0.03 0.04 0.08
H -3.63701 -1.61835 4.30598 -0.03 -0.01 0.06
H -4.34082 -2.61242 2.15929 -0.05 -0.04 0.00
H -3.19436 -2.01014 0.08784 -0.02 -0.05 -0.12
H 3.81444 -1.18791 1.47758 0.02 -0.09 0.11
H 2.76331 0.92057 2.26888 0.07 -0.06 0.19
```
Forces are in eV/Å.